1.
Entry from the OMol25 dataset: C2H2AgFLiO2 as an isolated structure (the ωB97M-V functional and the def2-TZVPD basis).

Structure (XYZ):
```
9
Properties=species:S:1:pos:R:3:forces:R:3
H -0.62626 0.98863 -1.30099 0.07 2.04 1.19
O -0.01261 1.44961 1.04737 -0.72 0.21 -1.43
C 0.04287 1.15187 -0.17346 1.61 0.14 -0.89
C -0.21301 -0.30913 -0.50246 -1.70 -1.09 -1.35
O 0.14439 -1.12518 0.41683 1.15 -0.91 2.49
Li 0.18830 -0.01103 2.19472 -0.04 0.08 -0.53
Ag 0.38982 -3.18294 0.28384 0.10 -0.61 -0.22
F 1.16701 1.66983 -0.85756 -0.93 -0.23 0.68
H -1.08050 -0.63167 -1.10830 0.47 0.37 0.07
```
Positions in Å, forces in eV/Å.

Values from the calculation:
2S+1	3
ΔE to the lowest compared entry with this formula, charge and spin	7.9	kcal per mole
lowest unoccupied orbital energy (alpha / beta)	-5.59 / -6.15	eV
calculated total energy	-481.83489	a.u.
orbital gap (alpha / beta)	6.14 / 8.69	eV
net charge	+1
maximum force	2.89	eV Å⁻¹
highest occupied orbital energy (alpha / beta)	-11.72 / -14.84	eV
<S²>	2.010


2.
Entry from the OMol25 dataset: a 15-piece molecular cluster, C4H37NO15S overall (the ωB97M-V functional and the def2-TZVPD basis).

Structure (XYZ):
```
58
Properties=species:S:1:pos:R:3:forces:R:3
C -0.37468 -0.07036 0.02573 0.07 -0.27 -0.55
N -0.06791 0.34453 -1.36079 -0.14 0.36 0.35
C 0.93042 1.41497 -1.44393 0.25 -1.00 0.37
O 2.14343 1.16576 -0.79060 -0.01 -0.09 0.09
C -1.77452 -0.65675 0.10612 -0.36 -0.36 0.16
C -2.31447 -0.71852 1.53653 -0.16 0.37 0.30
S -2.94647 0.86939 2.25701 0.20 -0.18 0.00
H -0.27921 0.77430 0.71083 -0.05 0.20 -0.07
H 0.35767 -0.82168 0.36314 -0.24 0.21 0.10
H 0.22465 -0.48964 -1.86170 0.26 0.17 -0.13
H 0.48061 2.30885 -0.97635 -0.19 0.03 -0.44
H 1.13134 1.54969 -2.51745 -0.16 0.36 0.13
H -1.75793 -1.67664 -0.31469 0.12 0.07 0.07
H -2.47194 -0.10345 -0.53061 0.09 0.22 0.08
H -1.50363 -1.03819 2.19652 -0.02 -0.27 -0.06
H -3.13680 -1.43780 1.61951 0.21 -0.04 -0.11
H -0.75116 5.44761 -0.28529 -0.09 -0.08 -0.09
H -1.42374 4.24452 0.44106 -0.01 0.20 -0.09
O -0.75490 4.96724 0.54470 0.26 -0.07 0.19
H 0.93428 -3.10828 -1.34971 -0.01 -0.05 -0.23
H 1.98504 -2.22232 -2.05517 -0.57 -0.42 -0.41
O 1.23188 -2.87702 -2.24608 0.43 0.39 0.86
H 3.62471 -0.97963 1.12272 0.17 -0.31 0.06
H 3.54682 -2.52047 1.17843 -0.03 -0.03 0.04
O 4.10584 -1.81033 0.84700 -0.01 0.14 0.03
H -0.41674 2.47845 2.68058 -0.14 -0.17 0.13
H 1.09782 2.62298 2.41978 -0.25 -0.05 0.26
O 0.43931 2.44020 3.13338 0.19 0.24 -0.27
H 0.91941 -2.75590 1.77766 -0.24 -0.22 -0.01
H -0.32854 -3.53406 1.36351 -0.05 0.04 -0.05
O 0.59657 -3.43194 1.12502 0.17 0.08 -0.05
H 1.82918 -0.97923 2.50702 -0.27 -0.21 0.16
H 0.76065 -1.15223 3.60023 0.18 -0.19 -0.23
O 1.37039 -1.68351 3.02919 0.20 0.33 0.01
H -2.87573 2.39919 0.74256 0.33 0.11 -0.24
H -1.69603 2.34435 -0.19259 -0.20 0.01 -0.16
O -2.43727 2.93690 0.01149 -0.03 -0.32 0.16
H -1.03311 0.09112 4.18910 0.13 0.28 -0.13
H 0.23877 0.94212 3.97228 -0.20 0.02 -0.05
O -0.08828 0.12716 4.41376 -0.23 -0.28 0.29
H -1.92512 0.12214 -3.83474 -0.27 0.16 -0.28
H -3.29264 0.75832 -3.72507 0.03 -0.22 -0.19
O -2.77235 0.19915 -4.32240 0.60 0.47 0.66
H 2.82696 -0.22812 -1.47279 0.09 -0.41 -0.22
H 3.53660 -1.45633 -0.88038 0.15 -0.11 -0.16
O 3.16483 -1.14198 -1.72830 -0.02 0.56 0.30
H 1.27099 3.69590 0.69476 0.14 0.00 0.06
H 2.16052 2.44518 0.34868 -0.07 0.18 -0.17
O 2.01012 3.16023 1.02579 -0.03 0.15 -0.12
H 0.23562 -2.96916 -3.73490 -0.33 0.22 -0.42
H -1.15476 -2.74394 -4.49652 0.53 -0.28 0.22
O -0.19622 -2.88229 -4.61645 0.10 -0.03 0.02
H 2.80563 1.00253 1.94790 -0.03 0.04 -0.04
H 2.24643 0.54943 0.43538 0.14 0.13 0.80
O 2.53138 0.21233 1.47401 -0.06 0.16 -0.92
H -2.86131 -1.51646 -4.40510 -0.41 -0.38 0.32
H -3.13029 -2.63631 -3.34920 0.03 0.17 0.15
O -2.91224 -2.48813 -4.27092 -0.19 -0.03 -0.43
```
Positions in Å, forces in eV/Å.

Values from the calculation:
ΔE to the lowest compared entry with this formula, charge and spin	0.0	kcal per mole
lowest unoccupied orbital energy	4.59	eV
calculated total energy	-1756.30204	a.u.
orbital gap	6.50	eV
net charge	-2
maximum force	1.09	eV Å⁻¹
highest occupied orbital energy	-1.91	eV


3.
Entry from the OMol25 dataset: C32H40N5OP2Sr as an isolated structure (the ωB97M-V functional and the def2-TZVPD basis).

Structure (XYZ):
```
81
Properties=species:S:1:pos:R:3:forces:R:3
Sr 0.81002 2.00105 -0.37799 -0.59 3.23 2.43
C -2.47459 0.10980 5.24668 0.33 -0.73 1.00
C -1.20045 -0.21206 4.94520 -0.27 -1.63 0.25
C -0.80542 -0.48426 3.52462 -0.63 -0.54 -0.57
C -1.39564 0.63438 2.62316 0.11 0.07 0.59
C -2.66450 0.32379 1.81901 -0.51 -0.66 -0.52
C -3.53600 -0.71993 1.99450 0.84 1.36 -0.50
C -3.68688 -1.43075 3.34556 -0.45 -0.04 -0.59
C -3.72658 -0.53099 4.61060 0.17 1.61 -0.35
C -0.02684 4.62089 -0.99356 -0.16 -0.22 -0.08
H -2.66210 0.82023 6.09815 -0.04 -1.53 -0.23
H -0.45153 -0.57033 5.68001 -0.16 1.86 0.01
H -1.14615 -1.43983 3.08164 0.20 0.12 0.39
H 0.29939 -0.50160 3.44292 -0.53 0.21 0.13
H -1.45260 1.58740 3.20244 -0.11 -0.61 -0.49
H -0.53091 0.78587 1.98808 -0.19 0.56 -1.12
H -2.84219 1.04307 0.97689 0.30 -0.96 0.47
H -4.26059 -1.02379 1.15205 1.03 0.85 1.54
H -3.02224 -2.30569 3.44915 -0.15 0.38 0.14
H -4.70133 -1.84197 3.25156 0.19 -0.17 0.38
H -4.33739 0.36745 4.45726 -0.67 -0.49 -0.51
H -4.26308 -1.11847 5.38620 0.65 0.39 -0.10
H 0.52379 5.07861 -0.15464 -0.31 -0.42 0.10
H -1.14067 4.87546 -0.84196 1.65 -0.34 -0.53
H 0.44747 5.14132 -1.84538 -0.81 -0.11 -0.21
P 0.10539 0.24753 -2.64481 -2.80 -2.19 -5.27
P 2.46881 -1.50834 -0.66724 1.49 -4.01 -0.40
N -1.58517 -0.32173 -2.87203 0.51 0.78 0.74
N 0.33858 0.68027 -4.42582 0.16 0.30 1.24
N 1.72369 -3.17103 -0.38988 -0.54 0.15 0.41
N 4.17502 -2.12728 -0.62388 0.89 0.86 -0.56
C 0.76970 -1.44199 -2.76978 0.96 -0.31 0.08
C 2.28777 -1.49560 -2.51289 0.07 -0.30 0.69
C -2.62452 0.61122 -2.80539 -0.16 -1.18 -0.36
C -3.77336 0.00889 -3.27772 0.86 0.38 0.38
C -3.45309 -1.33974 -3.63213 1.36 0.43 0.26
C -2.09321 -1.51946 -3.40345 -0.66 0.39 0.14
C 0.69876 1.96490 -4.82265 0.64 -0.27 -0.43
C 1.20430 1.91110 -6.11007 -0.15 0.00 0.69
C 1.14173 0.54844 -6.53858 -0.64 -0.07 0.71
C 0.53340 -0.16368 -5.52190 0.86 0.05 0.08
C 0.82561 -3.45447 0.67311 -0.44 -0.55 -0.79
C 0.12257 -4.63722 0.39151 0.96 1.01 0.00
C 0.59978 -5.12760 -0.88730 0.86 0.73 0.40
C 1.61318 -4.26053 -1.28620 -0.83 0.29 -0.28
C 4.69055 -3.42719 -0.62425 0.56 0.32 0.10
C 6.07255 -3.39706 -0.80933 -1.25 0.84 0.04
C 6.44688 -2.02153 -0.99072 -1.51 0.09 0.06
C 5.26717 -1.27766 -0.90964 0.30 -0.94 0.41
H 0.62513 -1.86064 -3.77787 -0.40 0.29 0.66
H 0.22598 -2.05500 -2.01591 0.32 0.22 -0.55
H 2.73645 -2.40802 -2.93765 -0.19 0.33 0.28
H 2.90488 -0.67066 -2.90214 -0.48 0.04 -0.05
H -2.42398 1.60041 -2.41995 -0.15 0.04 -0.10
H -4.70764 0.53223 -3.34881 -0.27 -0.17 -0.03
H -4.11291 -2.09967 -4.01275 -0.06 0.02 -0.03
H -1.48265 -2.41403 -3.54778 -0.33 0.56 0.13
H 0.57941 2.78702 -4.12837 0.05 0.03 -0.14
H 1.58423 2.75062 -6.67871 -0.11 -0.13 0.14
H 1.51042 0.12679 -7.46944 -0.35 0.18 0.17
H 0.26615 -1.21243 -5.49721 0.05 0.27 -0.02
H 0.76622 -2.77155 1.52936 -0.04 -0.42 -0.49
H -0.59041 -5.13151 1.06337 0.36 0.43 -0.47
H 0.27241 -6.02929 -1.44399 0.40 0.80 0.64
H 2.23060 -4.31827 -2.18409 -0.29 0.10 0.41
H 4.01902 -4.25221 -0.48317 0.09 -0.15 0.15
H 6.74202 -4.24616 -0.81190 -0.21 0.05 0.00
H 7.45021 -1.64431 -1.16667 -0.37 0.00 0.04
H 5.09598 -0.22011 -1.00810 0.13 0.16 0.06
O 0.52738 3.34452 1.63870 0.34 -0.82 -0.98
N 0.24313 4.27338 2.59048 1.68 -0.39 -1.39
C 1.11345 4.33906 3.64171 -0.04 -0.74 1.32
C 0.50314 4.11900 4.89035 0.78 0.72 -1.47
C -0.90871 4.18730 4.87302 -0.02 0.02 1.12
C -1.60975 4.78115 3.81394 0.63 0.06 -0.84
C -0.95327 4.92516 2.60951 -0.36 -0.23 0.90
H 2.18129 4.40777 3.34301 -0.78 -0.28 0.64
H 1.12368 4.01361 5.79567 -0.61 0.02 -0.43
H -1.45155 3.97061 5.77301 -0.13 -0.02 0.38
H -2.61138 5.14847 3.92162 -0.36 0.15 0.23
H -1.15799 5.53685 1.74962 -0.68 -0.14 -0.29
```
Positions in Å, forces in eV/Å.

Values from the calculation:
2S+1	2
ΔE to the lowest compared entry with this formula, charge and spin	82.9	kcal per mole
lowest unoccupied orbital energy (alpha / beta)	-1.31 / -1.32	eV
calculated total energy	-2305.41833	a.u.
orbital gap (alpha / beta)	3.53 / 5.05	eV
maximum force	6.36	eV Å⁻¹
highest occupied orbital energy (alpha / beta)	-4.84 / -6.37	eV
<S²>	0.768


4.
Entry from the OMol25 dataset: C40H38N3P2ReS as an isolated structure (the ωB97M-V functional and the def2-TZVPD basis).

Structure (XYZ):
```
85
Properties=species:S:1:pos:R:3:forces:R:3
Re 1.24231 0.97776 -0.00527 0.10 -0.46 -0.90
C 5.31806 -1.69982 -0.53338 -0.07 -0.05 -0.06
C 5.89227 -0.58561 0.08894 -0.01 0.08 0.03
C 5.21305 0.61833 0.15967 0.01 -0.17 -0.03
C 3.97445 0.69044 -0.46187 0.03 0.31 0.02
C 3.39783 -0.39558 -1.13052 -0.24 -0.08 0.14
C 4.07575 -1.61646 -1.13741 0.06 -0.05 0.03
N 3.10122 1.78338 -0.30778 0.00 0.16 -0.01
N 3.41627 2.98397 -0.32625 -0.10 0.13 0.07
C 2.27309 3.74948 -0.10038 0.23 -0.10 -0.04
C 2.41219 5.12907 -0.06833 -0.08 0.00 0.01
C 1.29142 5.91211 0.16236 -0.01 -0.04 0.00
C 0.06415 5.29419 0.35914 0.04 0.03 -0.01
C -0.07028 3.90719 0.32047 -0.06 -0.05 0.00
C 1.01745 3.07062 0.07594 -0.19 -0.01 0.22
H 5.87214 -2.62773 -0.57130 0.00 -0.02 -0.01
H 6.87950 -0.67144 0.52387 0.01 0.01 0.00
H 5.61306 1.47919 0.67780 0.03 0.02 -0.03
H 2.52249 -0.25978 -1.77355 0.06 0.02 -0.08
H 3.66608 -2.46581 -1.66695 -0.01 -0.01 0.00
H 3.38998 5.56639 -0.21725 0.03 -0.02 -0.01
H 1.37616 6.98928 0.19128 -0.01 0.01 0.00
H -0.81451 5.89852 0.54223 -0.01 0.01 0.00
H -1.05846 3.50902 0.48879 0.03 -0.03 -0.01
C -5.07368 -2.93933 -2.09366 0.07 0.23 0.02
S -4.60347 -3.94610 -0.68790 -0.02 -0.38 0.13
C -3.17083 -3.04834 -0.06850 -0.10 0.21 -0.07
C -3.53073 -1.84162 0.80130 0.18 -0.04 -0.13
C -2.35997 -1.34795 1.63511 -0.23 -0.08 0.10
N -1.28397 -0.69470 0.85268 0.41 0.21 -0.12
P -1.21690 0.74079 -0.07849 -0.04 0.03 0.53
C -1.24159 0.44383 -1.84063 -0.15 0.02 0.03
C -2.20300 -0.24008 -2.57688 0.00 0.03 0.06
C -1.98661 -0.46401 -3.92921 0.04 0.01 -0.05
C -0.82059 -0.01669 -4.54252 -0.05 0.00 0.01
C 0.14417 0.67225 -3.81731 0.14 0.06 0.03
C -0.08063 0.90608 -2.47041 0.06 -0.34 0.10
C -2.58641 1.73737 0.45880 0.06 0.03 -0.06
C -2.79393 1.93912 1.82866 0.08 0.04 0.09
C -3.82881 2.74946 2.25623 0.01 -0.03 -0.04
C -4.65659 3.36523 1.32099 0.01 0.00 0.04
C -4.44876 3.17507 -0.03714 -0.01 -0.02 -0.04
C -3.41294 2.36378 -0.47660 -0.01 0.01 -0.01
P 0.31666 -1.12209 0.75745 -0.09 -0.02 0.32
C 0.59383 -2.84080 0.45839 0.02 0.13 -0.06
C 0.84573 -3.71747 1.51921 -0.03 -0.01 0.03
C 0.94168 -5.07606 1.26347 0.01 0.06 0.00
C 0.79619 -5.54795 -0.03542 0.01 -0.01 -0.01
C 0.55379 -4.67341 -1.09001 0.02 0.01 -0.03
C 0.44796 -3.31552 -0.84956 -0.01 -0.02 -0.02
C 1.47840 -0.43558 1.96490 -0.09 0.13 0.07
C 2.75662 -0.99791 2.16023 -0.05 -0.09 -0.03
C 3.73329 -0.28527 2.82435 0.01 0.03 0.05
C 3.50727 1.02854 3.25748 0.10 -0.11 -0.01
C 2.28735 1.62021 3.04168 -0.27 -0.03 -0.09
C 1.25099 0.91046 2.38745 0.05 0.05 0.06
H -5.88376 -3.46214 -2.59717 0.00 0.00 -0.01
H -4.23476 -2.84510 -2.78438 -0.04 0.01 -0.08
H -5.43838 -1.95832 -1.78627 -0.01 0.01 -0.07
H -2.54512 -2.75590 -0.91902 0.06 -0.01 0.03
H -2.59863 -3.77404 0.51408 -0.02 -0.02 0.05
H -4.33540 -2.11112 1.48777 0.04 -0.06 0.02
H -3.92667 -1.02485 0.18896 -0.02 0.04 0.01
H -1.88423 -2.19306 2.14108 -0.02 0.01 0.02
H -2.69609 -0.65559 2.40735 0.03 -0.02 -0.05
H -3.11285 -0.59024 -2.10647 -0.02 -0.04 0.03
H -2.73214 -0.98374 -4.51620 -0.01 -0.01 0.01
H -0.66981 -0.19255 -5.59891 0.01 0.01 -0.01
H 1.03352 1.04717 -4.30473 0.03 -0.01 -0.02
H 0.63404 1.57425 -1.93650 0.09 0.29 -0.10
H -2.14560 1.47527 2.56490 -0.02 0.01 -0.02
H -3.99407 2.90357 3.31305 -0.01 0.00 0.03
H -5.46667 3.99750 1.65804 -0.01 0.01 0.00
H -5.09379 3.65905 -0.75753 -0.01 -0.01 -0.01
H -3.25448 2.22793 -1.53791 0.02 -0.01 -0.03
H 0.95137 -3.35001 2.53285 -0.01 0.00 0.02
H 1.12784 -5.76640 2.07442 -0.01 0.00 0.02
H 0.87275 -6.60938 -0.22889 0.00 -0.01 0.00
H 0.44977 -5.05586 -2.09600 -0.02 0.00 -0.01
H 0.24844 -2.63053 -1.66719 -0.02 0.01 -0.01
H 2.96510 -1.99336 1.79188 0.01 -0.02 0.01
H 4.69339 -0.74846 3.01008 -0.01 -0.03 0.02
H 4.28715 1.56542 3.78016 0.02 0.01 0.01
H 2.08802 2.61789 3.41104 -0.02 0.01 -0.02
H 0.24084 1.29460 2.47707 0.00 0.01 -0.02
```
Positions in Å, forces in eV/Å.

Values from the calculation:
2S+1	2
lowest unoccupied orbital energy (alpha / beta)	-10.47 / -10.86	eV
calculated total energy	-2869.47425	a.u.
orbital gap (alpha / beta)	4.24 / 3.84	eV
net charge	+3
maximum force	1.01	eV Å⁻¹
highest occupied orbital energy (alpha / beta)	-14.71 / -14.71	eV
<S²>	0.779


- maximum force of number 4 (C40H38N3P2ReS)?
  1.01 eV Å⁻¹